DFT (ωB97M-V/def2-TZVPD) results for a cluster of 2 separate species, C2H5NO2S in total at a distorted geometry.

The calculation puts the LUMO energy (spin up / spin down) at -0.59 / -0.84 eV. The HOMO energy (spin up / spin down) comes out at -8.34 / -8.24 eV. As for the largest force on an atom: 0.0664 hartree/bohr. For the orbital gap (spin up / spin down), the calculation gives 7.7522 / 7.4012 eV.

Atoms and positions in Å:
C1 1.5248 -0.8747 -1.0710
C2 -0.7386 1.2439 0.5709
N1 1.1582 -1.8209 -0.4352
O1 0.1467 2.1310 -1.7701
O2 -1.6772 0.4362 -1.8880
S1 -0.4446 0.9096 -1.2882
H1 2.2427 -0.3923 -1.6596
H2 -1.6984 0.9852 0.9708
H3 0.0399 0.6477 1.0657
H4 -0.6286 2.3101 0.9709
H5 1.5872 -2.6551 -0.2402

Results of the natural (NBO) charge analysis, in e, for atoms 1 through 2: C 0.20; C -0.86